The following is a DFT calculation (ωB97M-V/def2-TZVPD) of a structure of composition C3H6BrFO in a non-equilibrium geometry.

```
12
C3H6BrFO (ωB97M-V/def2-TZVPD)
Br -0.2054 -2.0655 2.7318
F -0.2758 0.6514 2.7167
O 0.8550 -0.8576 -0.5592
C 0.3263 -0.2068 1.9136
C 0.3381 -0.3286 -1.4911
C -0.6856 0.8372 -1.4361
H -1.3073 0.7483 -2.2419
H 0.6881 -0.5494 -2.5185
H -0.1628 1.8533 -1.3466
H -1.3232 0.7616 -0.5622
H 1.4156 -0.2331 2.2182
H 0.3371 -0.6107 0.5753
```

Values from the calculation:
HOMO: -8.71 eV
Frontier orbital gap: 0.309 Ha
LUMO: -0.30 eV

The following is a DFT calculation (ωB97M-V/def2-TZVPD) of a cluster of 2 separate species, C3H8OSi in total in a non-equilibrium geometry.

```
13
C3H8OSi (ωB97M-V/def2-TZVPD)
Si -2.5894 -1.0265 0.2025
O 1.5169 -1.1781 0.1955
C -1.2964 0.2003 0.1690
C 2.1026 -0.0186 -0.1573
C 1.5865 1.2843 -0.2029
H 2.3080 1.9204 -0.5342
H 0.7154 1.7711 0.1983
H -0.6774 0.6431 0.9158
H -3.6115 -1.5523 1.3044
H -2.7106 -1.5402 -1.1401
H 0.4814 -0.8806 0.3221
H -0.9125 0.4524 -0.8070
H 3.0870 -0.0753 -0.4662
```

Values from the calculation:
SMILES string: C=[SiH2].C=CO
HOMO: -8.49 eV
Frontier orbital gap: 0.299 Ha
LUMO: -0.36 eV

The following is a DFT calculation (ωB97M-V/def2-TZVPD) of a cluster of 9 separate species, C22H63NO10 in total in a non-equilibrium geometry.

```
96
C22H63NO10 (ωB97M-V/def2-TZVPD)
O -2.4338 0.1174 -2.9285
O -5.4940 1.7380 1.8833
O -0.2941 -7.1826 -1.6110
O 5.4100 0.5660 -2.0184
O 1.7961 -2.6900 4.1851
O 3.6109 1.3020 0.0344
O -1.1561 2.1189 2.2746
O 0.9768 1.2549 0.5512
O -3.8394 -2.7969 0.7352
O 1.9961 4.2231 -0.5572
N -3.6444 -0.0187 -0.3292
C 0.0795 -5.9271 -1.1376
C -4.0398 1.4298 -0.2707
C -2.6817 -1.9590 0.8103
C 0.8616 -0.8509 -0.6639
C 4.2622 2.1967 0.9226
C 4.5022 -0.3785 -2.4192
C -0.5043 4.3609 2.1573
C 0.8197 -1.1167 2.8893
C 4.5667 -1.4882 -1.3545
C 1.2282 -1.3833 4.3422
C 0.4627 -4.9772 -2.2768
C -2.0265 -1.1912 -3.2854
C 3.4412 3.8808 -2.4753
C 0.4677 0.6278 -0.6370
C -2.6900 -1.5517 -4.6097
C 2.0840 4.3681 -2.0103
C -5.4245 1.6524 0.4359
C -0.5836 3.1345 3.0835
C -4.5907 2.6613 2.4946
C 3.6872 2.1262 2.2937
C -3.0814 -0.4826 0.9373
C -3.5118 -4.1742 0.6913
H -0.5642 -7.7932 -0.9212
H -2.7166 0.1465 -2.0116
H -0.8250 -5.5627 -0.6506
H 0.3513 2.7259 3.4671
H 4.2141 -1.0986 -0.3995
H -2.4244 -2.5610 -4.9241
H 5.2828 1.8596 1.1040
H -3.5465 2.3517 2.4523
H 3.9720 -2.3515 -1.6531
H 3.5040 0.0352 -2.5625
H 0.1403 5.0205 2.7383
H -1.4451 4.8379 1.8825
H 0.9170 1.1420 -1.4867
H 0.8169 -4.0083 -1.9246
H -2.2374 0.1352 1.2442
H 4.2401 0.9422 -0.5950
H -0.3836 -4.8054 -2.9419
H -3.7529 -1.7083 -4.4260
H 3.5197 4.0093 -3.5548
H -4.7954 2.8706 3.5446
H -4.1124 1.7403 -1.3130
H 1.9581 -0.6729 4.7304
H 0.7802 -0.0299 2.8162
H 1.5539 -1.4724 2.1664
H -0.3980 1.7163 1.8446
H 1.9356 1.2295 0.5119
H 4.2476 4.3676 -1.9268
H -2.0433 -2.0442 -0.0690
H -3.2787 2.1106 0.1105
H 5.6500 1.1197 -2.7650
H -6.1648 0.9662 0.0245
H 3.5662 2.8073 -2.3329
H 1.2474 -5.3105 -2.9560
H -4.7244 3.6183 1.9903
H 3.5226 1.1195 2.6780
H -0.1677 -1.5519 2.7354
H 1.1480 -3.3621 4.4085
H 0.4405 -1.4194 5.0947
H 0.4518 -1.3434 0.2179
H 2.0862 5.4346 -2.2355
H -3.0867 -4.3696 -0.2933
H 2.7421 2.6689 2.3111
H -2.1989 -1.9199 -2.4933
H 0.8721 -6.1808 -0.4337
H 0.3838 -1.2356 -1.5649
H -2.5387 -0.8128 -5.3966
H -4.3394 -4.8835 0.6951
H -0.0530 4.1432 1.1893
H 4.3097 3.1970 0.4922
H 1.2027 4.0174 -2.5472
H -2.8217 -4.4063 1.5025
H 4.2548 2.6711 3.0481
H 5.6161 -1.7805 -1.3187
H 1.9404 -0.9977 -0.7171
H 4.8463 -0.8247 -3.3522
H -3.7903 -0.3225 1.7496
H -4.5281 -0.5057 -0.3729
H -5.8323 2.5823 0.0397
H -0.9491 -1.1871 -3.4507
H 1.5152 3.4174 -0.3542
H -1.9937 -2.1632 1.6307
H -1.1565 3.3738 3.9794
H -0.6176 0.7185 -0.5925
```

Values from the calculation:
SMILES string: COCCNCCOC.CCO.CCO.CCO.CCO.CCO.CCO.CCO.CCO
HOMO: -8.98 eV
Frontier orbital gap: 0.347 Ha
LUMO: 0.47 eV

The following is a DFT calculation (ωB97M-V/def2-TZVPD) of a cluster of 2 separate species, C24H46N4O11P2 in total in a non-equilibrium geometry.

```
87
C24H46N4O11P2 (ωB97M-V/def2-TZVPD)
P -1.8074 -2.0537 -1.1329
P -0.6761 0.3774 -2.8316
O -4.8037 0.0664 0.6356
O 3.5168 -4.3470 -3.8559
O 5.4016 -3.3260 -3.5389
O 0.8133 6.1169 0.5143
O -2.0486 1.0250 -2.2424
O -0.2552 3.3955 1.5384
O -0.3885 -1.9628 1.8683
O 0.2598 1.6586 -3.2483
O 1.4819 3.9916 0.2345
O -5.8304 -0.5133 2.5390
O 5.0320 -5.2369 -2.5906
N 2.6601 1.4400 1.1688
N 2.5009 -0.8049 0.2296
N 4.6571 -4.3179 -3.3354
N 1.0741 0.9581 -0.6259
C -2.3168 -2.6528 -3.8119
C 3.3009 -0.8517 -0.7745
C 0.1767 2.1401 -0.4678
C -5.7693 0.9096 -0.0084
C 3.6031 0.9512 2.1677
C 2.5057 5.3624 1.9929
C -2.1599 -3.5332 -0.0908
C 1.8027 0.4269 0.5745
C -1.2702 -2.9007 -2.7012
C -2.4684 -0.2513 2.6766
C -4.8984 0.0171 1.9983
C 3.5549 -2.1780 -1.3981
C -0.4649 -0.7766 1.0853
C 0.3430 -0.1936 -1.3661
C 0.7323 0.0594 1.6032
C 3.8398 1.9744 3.2982
C -0.2753 -1.2291 -0.4045
C 0.4435 3.2005 0.5857
C -0.9451 -4.4536 0.1844
C -3.7481 0.6014 2.7711
C 1.5206 5.2468 0.8934
C 4.0288 0.2942 -1.4513
C -1.7784 -0.0016 1.3255
C -5.5032 2.3887 0.2005
H -4.0716 0.6484 3.8093
H 0.2266 2.6944 -1.4058
H 3.0686 2.0876 0.5117
H 2.8514 -2.3324 -2.2231
H -4.6032 2.6859 -0.3407
H -3.5346 1.6257 2.4590
H -0.5212 -4.3055 1.1724
H -0.3355 -2.4364 -3.0084
H -1.5774 1.0715 1.3170
H -1.1278 -3.9627 -2.5225
H 2.1271 4.8511 2.8782
H 3.3122 0.0016 2.6020
H -2.6439 -3.2402 0.8411
H 3.4686 1.2167 -1.6099
H -1.8551 -2.2205 -4.6968
H 0.4655 -2.0253 -0.3116
H 4.4011 -0.0276 -2.4223
H -5.3993 2.6388 1.2544
H 1.7776 1.2404 -1.3095
H -2.7509 -3.6016 -4.1264
H -5.6769 0.6883 -1.0714
H -0.8579 1.8430 -0.3588
H 2.6339 6.4126 2.2360
H 3.4687 4.9252 1.7357
H -1.8049 -0.0078 3.5044
H -2.8737 -4.1183 -0.6706
H 1.2319 -0.5437 2.3561
H -0.1432 -4.2930 -0.5368
H 0.4021 0.9603 2.1189
H -6.7805 0.6208 0.2796
H -2.7515 -1.3033 2.7481
H 4.5746 -2.2727 -1.7684
H -1.2605 -2.3549 1.9664
H -2.2813 0.7081 -1.3569
H 0.4668 1.5571 -4.1857
H 3.0322 2.6987 3.2837
H 4.7907 2.4870 3.1541
H -2.5201 -0.1831 0.5480
H -1.2205 -5.5044 0.1016
H -6.3204 2.9589 -0.2410
H -3.1217 -2.0055 -3.4692
H 4.5734 0.7748 1.6917
H 3.9032 1.4719 4.2605
H 1.1477 -0.7045 -1.8932
H 4.9086 0.5176 -0.8442
H 3.3599 -2.9605 -0.6659
```

Values from the calculation:
HOMO: -6.73 eV
Frontier orbital gap: 0.226 Ha
LUMO: -0.57 eV

The following is a DFT calculation (ωB97M-V/def2-TZVPD) of the ion CH4NO2S with charge +1 in a non-equilibrium geometry.

```
9
CH4NO2S (ωB97M-V/def2-TZVPD)
S 1.4513 -1.3033 -0.9952
O -0.0613 1.0576 -1.0598
O 1.5725 -0.0790 0.2284
N -0.7256 -0.2097 0.7851
C 0.3341 -0.0202 -0.3211
H 0.2746 1.0451 -1.9414
H -0.2857 -0.1516 1.7532
H -1.2652 0.6659 0.6177
H -1.2946 -1.0047 0.9333
```

Values from the calculation:
⟨S²⟩: 2.01
Multiplicity: 3
HOMO (spin up / spin down): -11.96 / -16.09 eV
Net charge: +1
Frontier orbital gap (spin up / spin down): 0.296 / 0.327 Ha
LUMO (spin up / spin down): -3.90 / -7.19 eV